154
Properties=species:S:1:pos:R:3:lowdin_charge:R:1 method="wB97M-V/def2-TZVPD" e_homo_ev=-16.38 e_tot_ha=-2662.56381 charge=+4 orbital_gap_ha=0.3621
C -5.2402 0.4153 -6.4456 -0.137
H 4.5256 0.1316 -1.6389 0.108
C 2.4907 0.5982 4.9976 -0.134
C 1.0202 3.3858 -3.1934 -0.136
H 10.5379 -5.9098 7.1578 0.157
N 9.5547 -6.1097 7.2113 0.200
C -0.1480 1.5962 -4.5474 -0.233
C 3.4786 3.1635 -2.8325 -0.164
C -4.7087 1.7252 -8.4407 -0.081
H 1.6615 6.9269 -1.3180 0.122
H 5.4258 1.6419 -1.5140 0.071
C 9.3447 -7.5600 2.5452 -0.039
H -0.3241 -2.8467 2.3267 0.067
H -5.1178 2.5589 -7.9084 0.073
H 8.0630 -3.9264 6.0854 0.078
H -2.5285 -2.1949 -0.4179 0.064
C 4.6594 1.1722 -2.0892 -0.094
C -3.7607 -2.6236 4.6381 -0.062
C -3.2871 -4.0831 -5.3957 -0.236
N 2.6481 2.8738 4.0003 0.197
H -3.8353 -0.1569 -8.0438 0.099
H -0.1630 1.5988 -6.6817 0.070
H -4.1018 -3.7116 2.0924 0.135
H -3.1908 1.1439 -7.0488 0.107
H -4.1683 3.8023 4.3918 0.101
H -2.3418 -3.7966 -5.9493 0.132
H 10.1434 -8.2692 2.8471 0.097
C -3.8197 0.9360 6.8956 -0.026
C 3.3293 1.8785 -2.0495 -0.232
H -2.0576 -4.6405 -3.6212 0.076
C -3.9827 0.3513 -4.3090 -0.081
C -3.8358 1.0612 4.4044 -0.186
H -5.5266 1.2532 -8.9829 0.092
H -6.7954 -0.2052 -2.5395 0.138
C 0.1874 -0.2245 5.3883 -0.051
H -4.0605 -3.5718 5.1171 0.101
H -5.6611 1.3556 -6.0252 0.155
H -3.9082 0.1450 3.7647 0.117
H 7.8554 -6.5461 6.0593 0.182
H -3.0289 1.2312 1.6718 0.115
H -3.2243 -0.2621 -3.8995 0.104
H -0.0580 0.9164 -3.6839 0.117
H -5.0192 -3.2150 -4.4315 0.112
O -2.8919 -3.0505 3.5845 -0.190
H -1.3094 1.7373 0.0575 0.069
H -3.2028 -1.3591 -6.0522 0.106
H -3.2153 -1.9732 5.3466 0.084
H -4.1291 1.9641 6.8896 0.068
H 0.6383 0.1809 -5.9792 0.089
H 9.1530 -5.5094 7.9737 0.192
H -1.0773 0.3738 -6.0874 0.038
H -3.6740 -1.9635 2.0672 0.107
C -4.0675 -2.8681 -4.8451 -0.194
C -2.9211 2.0856 3.8278 -0.295
H 4.2564 1.7582 4.3814 0.153
O -2.2160 -0.8022 -1.3354 -0.045
O -1.3584 1.1351 -0.6664 0.136
H 2.6124 1.2394 -2.6215 0.125
H -2.9486 3.3289 5.4783 0.066
O 0.9963 4.6014 2.5138 0.011
H 3.0072 2.0284 -1.0278 0.111
H 0.7655 2.7626 -2.3789 0.112
H 3.1245 4.9407 -1.0900 0.147
H -0.3985 -0.6801 4.6182 0.065
N -3.0791 2.1521 2.2817 0.177
H -3.5833 -2.5383 -3.9106 0.107
H 2.0300 7.3632 -3.5896 0.123
C 8.7653 -4.4900 5.4869 -0.036
H 3.7421 2.8859 -3.8451 0.130
H -0.3305 -2.5291 0.7404 0.091
C 1.0012 2.6368 -4.4970 -0.170
C 8.8290 -5.9599 5.8645 -0.303
H 9.7972 -6.9540 1.7291 0.102
O -3.1853 0.5397 5.5975 -0.242
H -3.3922 -3.6844 -0.4131 0.185
H 2.8501 -0.0378 4.2268 0.113
H -3.9025 2.6903 2.0831 0.144
H -4.8895 1.4111 4.6129 0.155
H -4.4985 1.1747 -2.2800 0.121
H -3.4329 1.0481 -4.9261 0.109
H -2.0324 -4.4158 1.4042 0.175
H -1.2430 -1.4330 1.8707 0.089
H 3.6514 5.3685 -3.7076 0.099
H 2.3472 2.5859 3.0739 0.106
C 9.5978 -6.8629 4.8191 -0.233
C -0.9816 -2.4655 1.6123 -0.015
C -4.1763 -1.7130 -5.8316 -0.072
C -4.1172 0.6966 -7.4800 -0.207
C -2.2219 -3.3097 1.2995 -0.300
H 0.9577 3.3835 -5.3356 0.137
H -5.5387 1.7106 -3.6000 0.109
H 3.6130 3.5426 6.2705 0.080
H -4.6823 -2.1368 4.2066 0.106
H 0.2368 4.1808 -3.2330 0.151
H -3.8006 -5.3849 -3.6862 0.093
H 2.6039 2.2667 6.8532 0.096
H -6.4833 -1.7466 -4.6988 0.135
C -3.1148 3.5079 4.4406 -0.001
N -2.5402 -3.1728 -0.1486 0.229
H 1.6368 4.0083 -0.8336 0.126
H -2.3654 -5.8707 -4.6939 0.053
C 3.3018 1.8985 4.8628 -0.319
C -4.9437 0.8973 -3.2447 -0.100
O -2.8349 0.0380 0.5956 -0.039
H 4.3007 3.8470 -2.4785 0.158
H -5.2682 -1.0910 -2.4733 0.119
H -4.6956 0.2681 7.0936 0.109
C -6.1220 -0.7481 -4.4754 -0.106
C 3.4616 2.4928 6.2433 -0.020
C -5.8409 -0.3583 -3.0692 -0.139
H 0.2977 6.0198 -1.8646 0.094
C -0.1674 0.9021 -5.8884 -0.093
H -6.8671 -0.1054 -4.9384 0.134
O 8.9019 -6.6999 3.6362 -0.214
N -4.8698 -0.4244 -5.2802 -0.202
C 2.6505 5.2006 -3.8220 -0.049
H 9.6030 -7.9472 5.1807 0.154
H -4.0556 2.1338 -9.1734 0.076
H -2.2529 2.7339 1.9677 0.070
O 1.1097 2.6762 1.6263 -0.018
H 1.6964 3.0783 4.3170 0.151
H 0.3855 5.3806 2.6487 0.137
H 8.4071 -8.0842 2.2762 0.103
H 3.2041 3.7682 4.0544 0.201
H -4.7126 -1.9648 -6.7849 0.163
H 0.7293 6.3449 -4.0649 0.111
H 4.3403 2.0343 6.6561 0.097
H 8.3898 -4.4879 4.4547 0.094
H 4.9442 1.0364 -3.1376 0.089
C 1.3596 6.0790 -1.9535 -0.114
C -2.8875 -5.0631 -4.2563 -0.109
H -5.9653 -0.1318 -6.9703 0.125
H -1.7256 -3.5389 -0.5991 0.149
H -3.8700 -4.6684 -6.0910 0.107
H 0.7715 -1.0310 5.8838 0.099
O -0.9772 3.6888 1.6643 -0.057
O 1.0446 0.8346 4.8567 -0.207
H -1.1267 2.0410 -4.3995 0.099
H 10.6382 -6.4541 4.6650 0.152
C -3.3355 -2.9589 2.2575 -0.214
C -2.1644 0.1069 -0.4605 -0.778
C 2.1116 4.7490 -1.5108 -0.051
H -1.8855 1.7917 3.9872 0.139
C 1.6374 6.3503 -3.4691 -0.100
H 2.5483 4.9508 -4.8746 0.135
H -0.4817 0.2464 6.1437 0.095
C 0.2823 3.5488 1.8962 -0.715
H -3.0306 0.8717 7.6190 0.079
H -2.3396 4.1603 4.0640 0.075
H 9.3567 -7.0965 7.5085 0.188
H 2.6000 0.0947 5.9684 0.132
H 1.9996 2.1478 -4.5965 0.120
N 2.3027 4.0707 -2.8390 -0.244
H 9.8011 -4.0170 5.5828 0.125


144
Properties=species:S:1:pos:R:3:lowdin_charge:R:1 method="wB97M-V/def2-TZVPD" e_homo_ev=-4.71 e_tot_ha=-1829.47838 charge=-1 orbital_gap_ha=0.2510
H 4.7794 -1.9441 3.6306 -0.176
C -3.3537 4.6716 -3.4192 -0.110
C 12.1736 -7.3184 -2.6411 -0.273
C -5.7867 0.8459 5.6800 -0.109
H -0.7383 0.8068 1.4195 0.056
H -3.5382 -0.7531 2.6518 0.108
H 9.2231 -6.6514 -1.4186 0.065
H 6.1902 -2.6540 -1.7010 0.104
H -6.6511 0.9473 5.0180 0.051
H -4.1272 0.9241 -2.5685 0.087
H 2.2390 0.3054 0.3911 0.033
H 6.1926 0.9840 0.0983 0.086
H -4.2853 1.9285 -0.0631 0.098
H 6.1001 1.4584 2.9917 0.055
H -5.6170 -0.2207 5.8339 0.066
C -4.1206 3.0028 -0.1926 -0.257
H -2.7733 -1.6469 -1.2381 0.067
C -2.7161 3.2054 -0.7569 -0.223
H -2.1757 0.0096 -1.1213 0.062
H -12.2144 3.2478 3.7514 0.102
H -2.6007 2.6019 -1.6626 0.089
H 7.1443 0.0103 -2.8586 0.100
H 7.9642 -1.2010 -4.7954 0.101
H -7.4034 3.5077 2.0627 0.080
H 13.8247 -6.8054 -3.9513 0.073
H -9.3651 1.1705 2.4065 0.066
H -1.3378 4.6785 -1.4778 0.111
H -2.0420 0.1465 -3.6214 0.104
C -5.3005 -2.2949 -3.2471 -0.271
C -4.3373 3.7084 1.1416 -0.095
H -6.0532 -2.8893 -2.7225 0.103
H -1.1484 -1.2549 -1.7829 0.075
H -4.7592 2.6057 4.9915 0.101
H -2.6646 -1.4787 -3.7605 0.097
C -8.7391 3.6150 3.7285 -0.222
C -4.1819 0.9917 3.7062 -0.233
H -3.7178 1.4376 5.7682 0.100
H -0.5334 -0.4904 4.8993 0.078
H 12.3068 -8.3999 -2.7300 0.102
C 13.5004 -6.6220 -2.9239 -0.115
H 14.2874 -6.9774 -2.2576 0.067
C -5.6651 -2.2099 -4.7253 -0.115
H -2.4965 -1.9584 4.5094 0.105
C -2.3535 4.6576 -1.0700 -0.219
H -1.9919 2.8092 -0.0412 0.084
C -0.0271 1.6307 1.4905 -0.094
H -6.1631 -0.4259 -2.6286 0.108
H -4.3580 -2.8377 -3.1346 0.099
H 6.4649 -3.6587 -3.7326 0.069
C -11.2832 3.6357 3.3301 -0.273
H 8.2168 -3.4755 -3.7618 0.047
H -6.0621 1.2746 6.6451 0.069
H -5.0192 1.1567 3.0176 0.097
C -3.2982 5.3482 -2.0530 -0.269
H -5.0042 -1.0834 -1.4985 0.101
C 10.3048 -4.8940 -2.1254 -0.271
H -5.3332 3.5107 1.5402 0.044
C 6.0612 -1.5836 -1.8841 -0.218
H -4.9087 -1.6679 -5.2949 0.064
H 11.5337 -4.8081 -3.8884 0.101
H -10.2747 3.6248 5.2270 0.109
H 0.1290 2.0283 0.4809 0.070
C 11.0456 -6.8879 -3.5774 -0.230
H -3.3491 1.5778 3.3109 0.087
H 8.8091 -5.1648 -0.5741 0.076
H -1.4530 0.9269 4.4108 0.071
H -7.9909 3.2346 4.4315 0.103
C -11.3948 5.1475 3.1662 -0.114
C 6.1887 1.9667 2.0331 -0.088
C 9.0710 -5.5784 -1.5479 -0.102
C -1.3557 -0.1519 4.2695 -0.104
C 7.1768 -1.0817 -2.8018 -0.225
H 11.1471 -5.0138 -1.4375 0.098
H 4.9480 0.6320 -3.2872 0.064
H -4.3057 5.3923 -1.6287 0.096
H 4.4748 -1.8515 -3.3425 0.095
C -2.7054 -0.5778 -3.1407 -0.263
O 2.1795 2.3181 2.1507 -0.109
H -2.3605 4.6311 -3.8726 0.075
H -5.7606 -3.2013 -5.1701 0.066
C -2.6531 -0.8805 4.5996 -0.260
H -4.2309 4.7909 1.0466 0.071
H 4.4401 0.6611 -1.5958 0.051
H 10.1555 -7.4825 -3.3569 0.101
C -5.1939 -0.9322 -2.5644 -0.228
H -3.6106 3.3673 1.8809 0.065
H 3.2741 0.2855 -2.8635 0.068
C 4.3089 0.1437 -2.5472 -0.101
H -2.3149 5.2361 -0.1433 0.102
C 7.1508 -1.6523 -4.2195 -0.268
H -4.8729 3.3389 -0.9136 0.099
H 8.1398 -1.3289 -2.3407 0.105
H 8.2098 -5.4414 -2.2058 0.066
H 2.3506 2.5916 1.2363 0.072
C -8.3899 3.1197 2.3257 -0.258
Nb 3.7139 -0.8642 2.5727 1.020
H -6.6165 -1.6897 -4.8619 0.073
H -10.1599 2.1170 4.3538 0.101
C 10.6935 -5.3998 -3.5143 -0.230
H -7.6780 1.1590 2.9140 0.054
H -8.0836 1.2780 1.2066 0.071
C 4.6442 -1.3367 -2.3903 -0.254
H -8.6480 4.7042 3.7552 0.102
C 1.9386 -0.0107 1.4068 -0.357
C -4.5640 1.5330 5.0827 -0.258
H 6.2247 -1.3590 -4.7225 0.096
H 9.8643 -5.2122 -4.2037 0.099
C 5.5186 1.1093 0.9541 -0.386
C -4.1228 -0.0075 -3.1456 -0.228
H 10.1223 -3.8177 -2.1865 0.096
H 7.2469 2.1257 1.8216 0.059
H -11.1821 3.1693 2.3459 0.097
H -4.0120 5.2074 -4.1046 0.067
H -11.5193 5.6355 4.1358 0.074
C -8.3822 1.6003 2.2051 -0.099
H -10.5032 5.5679 2.6985 0.064
H 1.1272 0.9328 3.1477 0.094
H -1.0610 -0.3269 3.2351 0.059
H -0.4706 2.4269 2.0943 0.074
H 3.9505 -1.7791 -1.6717 0.105
H 3.4239 -2.4624 1.6672 -0.143
H 7.3093 -3.5536 -5.2752 0.070
H -2.9783 6.3865 -2.1753 0.102
H 11.8809 -7.1364 -1.6034 0.098
H -4.6903 -1.0968 3.9206 0.099
C -3.8111 -0.4913 3.6798 -0.223
H -12.2487 5.4195 2.5445 0.067
H 1.1866 -0.7961 1.2922 0.017
H -9.0833 3.5434 1.5930 0.099
C 1.2952 1.1798 2.0976 -0.572
H 4.6241 1.6195 0.5754 0.081
O 5.1488 -0.1686 1.4250 -0.519
C -10.1253 3.2022 4.2280 -0.228
H 11.3262 -7.1360 -4.6067 0.107
H 2.3863 -1.5540 3.6152 -0.183
H 13.4229 -5.5419 -2.7909 0.064
H -4.3922 0.2718 -4.1684 0.101
H 5.7115 2.9394 2.1487 0.065
C 7.2897 -3.1704 -4.2533 -0.109
C -2.1742 -0.8884 -1.7449 -0.097
H -2.9231 -0.7019 5.6454 0.097
H -3.7223 3.6468 -3.3456 0.056
H 3.6974 0.4158 3.9154 -0.124
H 6.1608 -1.1066 -0.9052 0.091


167
Properties=species:S:1:pos:R:3:lowdin_charge:R:1 method="wB97M-V/def2-TZVPD" spin_multiplicity=2 e_homo_ev="-9.60 / -9.60" e_tot_ha=-4850.23720 charge=+1 orbital_gap_ha="0.2158 / 0.1284"
H -19.2709 -9.8062 3.9948 0.131
H -18.3004 1.3796 -4.7418 0.118
H -9.9738 -0.8440 -4.6466 0.087
H -14.2867 7.7267 -2.5341 0.084
H -11.1840 -0.7045 -3.4784 0.083
H -15.4802 -2.8463 -10.0404 0.120
H -18.7002 -11.6106 -2.0443 0.098
H -12.3860 -6.5689 3.9202 0.079
C -11.9529 -8.8166 -4.9246 -0.178
H -19.3808 -3.6212 -5.3258 0.084
H -14.5176 -3.4687 -5.5614 0.114
H -18.5951 -6.8542 -14.3454 0.079
H -14.7035 1.6485 0.5350 0.118
O -18.6260 -6.6899 -12.1467 -0.192
H -8.1465 -4.5682 1.0159 0.087
H -19.2250 -0.7782 -10.9916 0.086
H -9.6229 -8.2702 6.3468 0.084
H -10.1156 -5.9229 -2.9682 0.117
C -19.3843 -9.6273 2.9256 -0.209
C -15.9614 -7.4143 -2.4036 -0.797
H -17.6751 -0.1174 -5.3261 0.094
N -10.9913 -7.7932 -2.8467 -0.075
H -11.1345 -5.8465 -0.7911 0.115
C -13.2665 -1.4777 -11.2246 -0.098
C -19.0339 -7.9260 -11.5782 -0.211
H -15.8456 -1.1406 -0.5486 0.079
H -15.3527 -7.0612 5.6617 0.069
H -14.9152 -7.3394 -3.8510 0.110
C -12.9396 -7.5287 6.5707 -0.171
H -13.3960 -6.6849 7.0881 0.121
H -18.3800 -13.1063 -1.0802 0.099
O -19.2924 -0.4474 -8.9856 -0.216
C -15.6912 1.4517 0.1182 -0.224
H -16.5521 -10.9704 1.9162 0.128
N -18.1132 -9.7125 2.2518 -0.069
O -19.8518 -7.8519 1.4018 -0.247
O -14.9587 -6.9053 -2.9959 0.242
C -19.5736 -7.7811 -10.1053 -0.217
H -12.3070 -1.5347 -11.7387 0.083
H -19.8850 -12.2554 -0.9134 0.096
H -17.5897 -5.7400 -13.6433 0.079
C -10.7869 -1.4171 -4.2012 -0.113
H -19.8124 -6.1746 0.2870 0.090
H -20.1740 0.1086 -3.6553 0.117
C -18.8182 -12.1082 -1.0817 -0.092
H -18.5444 2.3095 -7.2896 0.113
O -11.4979 -7.2480 6.4944 -0.192
C -17.5883 -11.0898 2.2328 -0.178
C -19.2674 0.9559 -8.8083 -0.220
O -19.8394 -1.7077 -4.6650 -0.209
C -13.4140 -6.8768 4.1114 -0.056
H -11.8769 -7.3208 -2.7344 0.092
H -11.6454 -9.3928 -5.7973 0.120
O -12.9009 -7.7825 -5.3427 -0.229
H -19.8219 -8.3510 -12.1999 0.116
C -16.8329 5.0377 -0.3318 -0.198
H -10.3891 -2.2750 -3.6590 0.082
H -13.3034 -0.4962 -10.7522 0.083
N -19.3536 0.6155 -6.4143 -0.053
N -13.9484 -2.2931 -7.0801 -0.061
H -20.8498 -0.3398 -10.3318 0.087
C -14.5028 -3.0657 -8.1450 -0.246
H -17.8022 4.7770 -0.7569 0.115
H -19.7631 -11.1528 -7.5770 0.116
H -15.8535 -1.6456 1.0850 0.087
H -8.9924 -7.1949 -2.4276 0.124
H -20.2809 1.3430 -8.7022 0.128
C -22.8843 -10.4877 -8.1721 -0.136
C -19.9217 -0.8852 -10.1602 -0.112
H -14.9805 -1.3941 -9.2774 0.117
N -19.5458 -9.0403 -9.4245 -0.061
H -13.9987 8.4424 -1.0359 0.083
H -15.1116 4.0534 -0.1381 0.114
C -8.8852 -5.3472 0.8269 -0.130
O -15.1638 6.7331 -0.8019 -0.173
H -14.6705 -7.4897 -6.3138 0.092
C -10.0070 -6.8063 -2.3390 -0.194
H -18.8175 -0.7498 -3.2452 0.108
H -20.5350 -7.2771 -10.2042 0.116
H -20.2340 -9.6357 -9.8626 0.099
H -13.9862 -5.9768 4.3365 0.077
H -9.8217 -8.7359 -4.3094 0.125
H -18.1084 -2.3589 -5.5947 0.076
H -15.5498 8.6021 -1.7300 0.082
C -20.5309 -10.3796 -7.5481 -0.162
C -13.5642 -3.0999 -5.9397 -0.226
O -18.1960 -11.3763 -0.0544 -0.221
H -10.6656 -8.5696 4.9584 0.070
H -14.5338 -8.9958 -5.3315 0.076
H -23.5974 -10.6760 -8.9747 0.093
C -17.9925 -6.7333 -13.4452 -0.103
C -10.2050 -6.4090 -0.8790 -0.197
H -17.4974 0.8927 -7.5131 0.111
C -20.0215 -8.9930 -8.0095 -0.187
O -16.2149 0.3343 0.8012 -0.184
H -17.7864 -13.0041 1.3593 0.137
O -9.0479 -5.6171 -0.5300 -0.206
N -15.0356 -8.0004 5.4688 0.019
H -13.9818 -4.0106 -8.2998 0.115
C -14.0375 -8.3344 -6.0417 -0.097
C -14.7610 7.8686 -1.5630 -0.115
H -18.3787 -3.0623 -4.0101 0.072
H -13.9894 -1.5132 -12.0396 0.083
H -18.2051 -8.6329 -11.6176 0.114
H -13.0974 -8.3267 7.2962 0.111
O -16.6412 -8.3311 -2.8487 0.199
H -15.2255 -8.6098 6.2515 0.072
O -21.5875 -10.8471 -8.4574 -0.227
H -17.0464 6.9254 -1.3930 0.112
C -18.5308 1.2392 -7.4955 -0.190
H -16.2764 5.6856 -2.3077 0.124
H -19.2948 -8.5956 -7.3009 0.110
O -13.3588 -2.4245 -10.1430 -0.176
H -9.8273 -4.8700 1.0969 0.084
Cu -18.6933 -9.0074 -0.3259 0.638
H -12.9680 -3.9699 -6.2149 0.119
H -17.5808 2.4426 -0.1285 0.119
C -10.7387 -8.1512 -4.2359 -0.202
H -22.8938 -9.4133 -7.9886 0.081
C -19.9322 -8.2182 2.7890 -0.189
H -17.1354 -7.3977 -13.5545 0.082
C -19.8231 -6.3880 1.3559 -0.053
H -12.4744 -9.4618 -4.2177 0.115
H -13.1281 -1.8514 -7.4701 0.114
C -13.6243 -7.9059 5.2156 -0.461
C -18.2548 -12.0273 1.2387 -0.171
H -16.7430 2.7931 1.3494 0.117
C -10.6609 -8.3727 6.0304 -0.091
H -18.8966 -7.1211 -9.5629 0.117
C -18.6090 0.4122 -5.1381 -0.197
H -18.6256 1.3283 -9.6067 0.124
H -19.3241 -7.5072 3.3484 0.127
H -20.9073 -8.3646 -7.9175 0.098
C -14.6355 -2.4003 -9.5153 -0.225
H -15.4924 1.1916 -0.9215 0.116
H -13.7883 -8.9250 -6.9232 0.093
C -12.9405 -2.2371 -4.8662 -0.222
C -19.3717 -0.4518 -4.1352 -0.202
H -10.6741 -7.2242 -4.8056 0.113
C -16.6031 2.7112 0.2715 -0.211
H -13.2231 -8.8669 4.8938 0.129
O -11.6562 -1.7456 -5.2727 -0.173
H -23.1736 -11.0677 -7.2957 0.086
H -20.9941 -8.2707 3.0292 0.138
H -13.6702 -1.4718 -4.6019 0.121
H -20.1944 -1.9396 -10.1168 0.085
H -16.9652 5.3954 0.6893 0.122
H -13.8436 -7.3110 3.2087 0.071
H -17.5060 -9.1608 2.8408 0.122
C -18.8780 -2.7413 -4.9243 -0.096
H -19.8430 -0.1836 -6.7911 0.090
H -14.4584 -0.6875 0.4050 0.088
H -15.5195 -3.3301 -7.8543 0.112
H -10.9656 -9.3666 6.3580 0.076
C -15.5396 -0.8194 0.4470 -0.148
H -12.8982 -2.8688 -3.9789 0.110
H -19.2908 -12.1662 1.5478 0.119
H -20.9771 -10.4766 -6.5583 0.111
H -17.5677 -11.3946 3.2791 0.129
N -16.0424 3.8170 -0.4508 -0.071
C -16.3196 6.1176 -1.3079 -0.237
H -20.6656 -5.8604 1.8031 0.100
H -20.1409 -10.3093 2.5376 0.126
H -10.2178 -7.2060 -0.1354 0.119
O -16.2666 -7.0706 -1.2425 0.237
H -18.9023 -6.0283 1.8152 0.096
H -8.5807 -6.1825 1.4575 0.087


no.,molar mass (g/mol)
1,823.26
2,718.15
3,1012.85